(1)
A 2-piece molecular cluster, C2H7NS2 overall in a non-equilibrium geometry. Source: OMol25; level of theory: wB97M-V/def2-TZVPD.

Output
**Energy relative to the best compared isomer or geometry (same formula, charge and spin)**: 59.6 kcal/mol
**E**: -25345.4629 eV
**Molar mass**: 109.22 g/mol
**Structure (SMILES)**: SN1CS1.C
**HOMO level**: -8.3 eV

```
12
Properties=species:S:1:pos:R:3:forces:R:3:mulliken_charge:R:1
C 0.457068 1.928007 -0.767141 -1.3 3.3 -0.5 -0.896
C 0.610014 -1.565524 1.142486 -2.1 1.1 -0.4 -0.471
N -0.408856 -0.929530 0.358210 -0.1 0.9 -1.0 -0.003
S -0.996161 -1.170274 1.956225 0.9 -0.7 0.5 -0.118
S -1.195524 -1.675868 -1.015805 -0.8 0.1 0.7 -0.130
H 0.676256 2.671913 0.035225 0.2 -0.6 -0.7 0.247
H 0.681376 2.344452 -1.766906 0.2 -0.1 0.6 0.292
H -0.624951 1.838131 -0.753532 -0.1 -0.5 0.1 0.209
H 0.843428 -2.565634 0.947554 0.1 -1.6 -0.1 0.342
H 1.419032 -0.901963 1.293783 0.8 0.5 0.6 0.230
H 0.940025 1.033221 -0.624701 0.9 -2.0 0.4 0.158
H -2.401707 -1.006931 -0.805397 1.2 -0.5 -0.2 0.141
```
Forces are in eV/Å.


(2)
C56H44AuN5O2P2Se3Te as an isolated structure in a non-equilibrium geometry. Source: OMol25; level of theory: wB97M-V/def2-TZVPD.

Output
**E**: -295932.0460 eV
**Molar mass**: 1442.40 g/mol
**HOMO level (alpha / beta)**: -7.6 / -7.6 eV

```
114
Properties=species:S:1:pos:R:3:forces:R:3:mulliken_charge:R:1
Au -1.229327 0.107088 0.357216 0.1 -0.4 -0.6 3.543
C -7.852208 1.711333 2.526002 0.0 0.0 0.1 -1.611
C -6.568303 1.554866 1.774177 0.2 0.0 -0.1 0.505
C -6.426466 1.964779 0.458797 0.0 -0.1 0.4 -0.793
C -5.252272 1.780478 -0.259528 0.5 -0.4 0.2 1.042
C -5.264832 2.211719 -1.681041 -0.2 -0.2 0.1 -0.272
O -6.296043 2.140976 -2.327318 0.2 0.0 -0.1 -0.663
C -4.016627 2.735707 -2.278514 0.2 0.3 -0.5 0.224
C -3.029442 3.355414 -1.516560 -0.1 -0.1 -0.1 0.075
C -1.887921 3.839555 -2.128508 0.1 0.2 0.0 -0.806
C -1.725215 3.720175 -3.501217 0.0 0.0 0.0 -0.225
C -2.721281 3.138939 -4.270192 0.1 0.0 -0.1 -0.786
C -3.863947 2.656283 -3.663569 -0.1 -0.1 0.2 -0.234
C -4.152062 1.092579 0.329711 -1.7 0.4 1.5 0.024
O -3.134814 0.752971 -0.387168 2.3 -0.6 -0.7 -1.558
C -4.295754 0.721902 1.702997 0.0 -0.1 -0.7 0.603
C -5.468179 0.956211 2.388170 -0.3 0.1 -0.3 -0.189
C -3.151869 0.044493 2.353109 -0.2 -0.4 0.1 -0.650
N -2.740453 -1.133207 2.047351 0.0 0.1 0.7 -0.328
C -3.501656 -2.026009 1.229678 -0.5 0.2 -0.4 -0.585
C -2.577866 -3.058489 0.604761 -0.1 -0.2 0.0 -1.000
Te -1.492219 -2.270749 -1.093318 -0.6 0.7 0.9 0.272
C -3.193631 -2.313458 -2.401609 0.2 0.4 0.2 0.132
C -3.808585 -1.138037 -2.802187 0.2 0.3 0.2 0.492
C -4.895876 -1.188148 -3.658321 -0.1 0.0 -0.1 -0.430
C -5.352843 -2.405365 -4.132813 0.0 0.0 0.0 -0.675
C -4.726098 -3.578378 -3.743416 -0.1 -0.1 -0.1 -0.608
C -3.647195 -3.537897 -2.878598 0.4 -0.1 0.3 -0.572
C -2.376131 0.788662 3.349205 0.2 0.2 0.8 0.536
C -2.719455 2.084249 3.734894 -0.2 -0.2 -0.1 -0.201
C -1.926147 2.776414 4.629186 0.0 0.2 0.1 -1.022
C -0.775559 2.197145 5.135853 0.0 0.1 0.0 -0.367
C -0.428059 0.907373 4.767177 0.0 0.0 0.0 -0.881
C -1.226548 0.203832 3.891432 -0.3 0.0 0.1 -0.088
H -8.623236 2.150045 1.899490 -0.1 0.0 0.0 0.376
H -7.714796 2.349434 3.398914 -0.1 0.0 0.1 0.318
H -8.200110 0.737186 2.872143 -0.1 0.0 0.1 0.358
H -7.245335 2.455746 -0.047216 -0.1 0.0 -0.1 0.437
H -3.159230 3.471797 -0.450225 0.0 -0.1 0.1 0.416
H -1.125611 4.322614 -1.533644 0.1 0.0 0.1 0.442
H -0.824598 4.091012 -3.969733 0.1 0.0 0.0 0.494
H -2.608981 3.071319 -5.343579 0.0 0.0 0.0 0.412
H -4.653418 2.210257 -4.251986 -0.1 0.0 0.0 0.473
H -5.549498 0.631863 3.416883 0.0 0.0 0.1 0.504
H -4.114555 -1.522119 0.466809 0.0 -0.1 0.1 0.136
H -4.186547 -2.559322 1.903477 0.0 0.0 -0.1 0.469
H -3.139332 -3.928661 0.264444 0.1 0.0 -0.2 0.707
H -1.835022 -3.366741 1.339429 0.1 0.0 -0.1 0.476
H -3.447404 -0.185622 -2.440875 0.0 0.1 0.0 0.038
H -5.389025 -0.273079 -3.948761 0.0 0.1 0.0 0.372
H -6.193263 -2.438491 -4.809648 -0.1 0.0 0.0 0.413
H -5.076566 -4.529125 -4.116820 0.0 -0.1 0.0 0.387
H -3.155314 -4.455608 -2.581371 0.0 -0.1 0.0 0.418
H -3.596545 2.562842 3.322838 0.0 0.0 -0.1 0.326
H -2.192243 3.782917 4.922945 0.0 0.0 0.0 0.390
H -0.149138 2.753707 5.814066 0.1 0.1 0.1 0.419
H 0.473786 0.455379 5.154016 0.1 -0.1 0.0 0.478
H -0.962448 -0.795337 3.587651 0.0 -0.1 0.0 0.518
Se 4.001217 -4.644926 1.002315 0.0 -0.1 0.0 -0.409
P 4.132071 -2.557844 1.181000 0.8 -0.2 -0.2 0.347
C 5.211451 -1.862815 -0.106116 -0.2 -0.1 0.3 0.682
C 5.017986 -2.349325 -1.393831 -0.1 0.0 -0.1 -0.403
C 5.802439 -1.893745 -2.435036 0.0 0.1 -0.1 -0.741
C 6.806079 -0.969505 -2.182097 0.1 0.0 0.0 -0.813
C 7.027957 -0.517256 -0.890228 0.2 0.0 -0.1 -0.621
C 6.233800 -0.960795 0.152693 -0.1 0.0 0.0 -0.243
C 4.698099 -1.928073 2.786500 -0.1 0.0 -0.2 0.373
C 4.557967 -0.566780 3.042060 0.0 -0.1 0.0 0.067
C 4.929074 -0.059534 4.271634 0.0 0.1 0.0 -0.821
C 5.438230 -0.907023 5.244813 0.0 0.0 0.0 -0.595
C 5.567710 -2.263885 4.993397 0.0 0.1 0.1 -0.583
C 5.195361 -2.779925 3.762133 0.0 -0.1 -0.2 -0.997
C 2.521550 -1.779454 1.065220 -0.4 0.3 -0.3 1.019
C 1.685216 -0.955838 0.303873 0.5 -0.2 0.0 -1.372
N 0.517694 -0.941446 0.987434 -0.3 0.8 -1.0 0.782
N 0.619799 -1.693987 2.051689 -1.3 -0.1 0.9 -0.760
N 1.801737 -2.201598 2.120697 -0.2 0.0 0.2 -0.935
P 1.908744 0.043270 -1.164696 0.3 0.5 -0.5 0.394
Se 0.334683 1.377482 -1.726154 0.1 -0.2 -0.1 -0.113
C 3.337795 1.073520 -0.739238 -0.1 -0.2 -0.1 0.534
C 4.424575 1.324045 -1.562446 -0.2 -0.1 0.0 -0.286
C 5.362044 2.265781 -1.169536 0.0 0.1 -0.1 -0.781
C 5.215082 2.949813 0.024779 0.0 0.0 0.0 -0.833
C 4.118636 2.707644 0.839743 0.0 0.0 0.1 -0.376
C 3.176703 1.775587 0.453975 0.0 -0.1 0.0 -0.656
C 2.182646 -1.074502 -2.565461 -0.1 0.1 0.3 1.437
C 2.394319 -0.472235 -3.802329 0.1 0.0 0.0 -0.815
C 2.452093 -1.245975 -4.944753 0.1 0.1 0.0 -0.995
C 2.273591 -2.618597 -4.858681 0.0 -0.1 0.0 -0.647
C 2.028306 -3.214700 -3.632722 0.0 -0.1 0.0 -0.984
C 1.974451 -2.446641 -2.480548 0.1 0.1 0.1 -0.616
H 4.262379 -3.103522 -1.568605 0.1 0.0 0.0 0.533
H 5.634468 -2.266351 -3.436850 0.0 0.0 0.0 0.436
H 7.425122 -0.609922 -2.992720 0.1 0.0 0.0 0.389
H 7.825255 0.184809 -0.689898 0.0 0.0 0.0 0.430
H 6.411602 -0.610210 1.159084 0.0 0.0 0.0 0.460
H 4.153802 0.086080 2.278836 0.0 0.1 0.0 0.424
H 4.811581 0.995588 4.471760 0.0 0.1 0.0 0.511
H 5.730033 -0.502565 6.203556 0.0 0.0 0.1 0.409
H 5.950557 -2.920768 5.762146 0.0 0.0 0.0 0.403
H 5.275698 -3.839737 3.556278 0.0 0.0 0.0 0.353
H 4.543763 0.785297 -2.491014 0.0 0.0 -0.1 0.435
H 6.205054 2.473901 -1.811463 0.1 0.0 0.0 0.496
H 5.947806 3.686756 0.319076 0.1 0.1 0.0 0.419
H 3.982874 3.254406 1.761348 0.0 0.0 0.0 0.529
H 2.296996 1.596675 1.063388 0.1 0.1 0.1 0.409
H 2.478451 0.605752 -3.856096 0.0 0.0 -0.1 0.528
H 2.616826 -0.776594 -5.902533 0.0 0.0 -0.1 0.469
H 2.305301 -3.221342 -5.754114 0.0 -0.1 -0.1 0.456
H 1.870302 -4.280889 -3.568329 0.0 -0.1 0.0 0.528
H 1.781302 -2.918916 -1.523804 0.1 0.0 0.0 0.754
Se 0.776213 4.293511 1.879526 0.6 1.0 0.2 -0.148
C -0.116070 2.837952 1.616621 -0.3 -0.7 -0.3 0.198
N -0.725105 1.853935 1.468638 -0.6 -1.2 -0.7 -1.344
```
Forces are in eV/Å.


(3)
A 2-piece molecular cluster, C2H8N2O3 overall in a non-equilibrium geometry. Source: OMol25; level of theory: wB97M-V/def2-TZVPD.

Output
**Energy relative to the best compared isomer or geometry (same formula, charge and spin)**: 121.5 kcal/mol
**E**: -11321.7025 eV
**Molar mass**: 108.10 g/mol
**Structure (SMILES)**: CO/N=C/NO.O
**HOMO level**: -9.1 eV

```
15
Properties=species:S:1:pos:R:3:forces:R:3:mulliken_charge:R:1
C -2.603512 -1.156798 0.007496 0.1 -0.3 1.1 -0.577
C 0.637988 -0.410199 -0.217665 -2.6 1.9 0.6 0.034
H -0.450904 3.438482 -0.480617 0.0 -0.9 0.6 0.322
H -0.892707 1.949455 -0.283937 0.2 0.5 0.3 0.371
H -3.433065 -1.307648 -0.700592 0.3 1.0 0.2 0.273
H -2.066240 -2.087545 -0.020784 0.2 -0.6 0.1 0.261
H -2.938364 -1.033884 1.076719 0.1 0.1 -1.2 0.266
H 0.785799 0.021821 -1.222612 -0.4 -0.7 0.1 0.411
H 1.982514 0.182427 1.249576 -1.1 -2.0 -1.5 0.300
H 2.915149 -1.054639 -1.010674 -0.4 -1.1 -0.2 0.325
N -0.458023 -0.468991 0.456161 -0.7 -0.2 -1.6 -0.454
N 1.770911 -0.594593 0.513695 1.2 1.1 2.5 -0.252
O -0.379648 2.672078 0.132191 -0.3 0.3 -1.0 -0.627
O -1.659295 -0.136958 -0.359862 1.2 -0.5 0.5 -0.235
O 2.876536 -0.442795 -0.289211 2.3 1.4 -0.6 -0.419
```
Forces are in eV/Å.


- Which of these has the highest E?
  C2H8N2O3


- What is the molar mass in the third record?
  108.10 g/mol


- What is the formula in the second record?
  C56H44AuN5O2P2Se3Te


- Number 1 is which compound?
  C2H7NS2